# C3H6N2O2S

One molecule with the formula C3H6N2O2S (ωB97M-V/def2-TZVPD, the Open Molecules 2025 dataset).

Charge   0
Orbital gap   9.253 eV
SMILES string   [H]/N=C(\N)OC(=S)OC
Spin multiplicity   1
Energy   -776.02832 Eh

The geometry in XYZ format:
```
14
Properties=species:S:1:pos:R:3:forces:R:3:lowdin_charge:R:1
H 1.778417 0.290028 1.785393 -1.760 0.204 -0.769 0.090
N 0.900824 0.015491 1.229850 4.198 -1.180 0.071 0.142
C 1.380534 -0.579987 0.173925 -1.433 1.419 -0.201 -0.488
N 2.600057 -0.575213 -0.501153 -1.685 -0.609 0.403 0.144
O 0.401953 -1.243300 -0.560342 2.745 1.237 -1.242 -0.037
C -0.815444 -0.798208 -0.324187 -2.114 0.747 0.184 -0.970
S -1.828604 -1.907452 0.189792 -1.856 -0.569 0.519 0.818
O -1.062923 0.505622 -0.596663 3.040 -3.036 -1.022 -0.136
C -2.179159 1.130840 -0.135644 -0.121 2.740 3.583 -0.146
H 3.350887 -0.238260 0.081946 0.304 0.038 -0.907 0.097
H 2.585434 -0.704189 -1.544411 0.362 0.228 2.041 0.141
H -2.176356 1.122921 1.067676 -0.476 -0.633 -2.542 0.139
H -1.815564 2.205561 -0.274495 -1.655 -1.052 -0.410 0.115
H -3.120056 0.776149 -0.591690 0.453 0.466 0.290 0.091
```
Positions in Å, forces in eV/Å.